A molecular structure, C43H47N6O3P2SV in a non-equilibrium geometry, computed with ωB97M-V with the def2-TZVPD basis set.

The geometry in XYZ format:
```
103
Properties=species:S:1:pos:R:3:lowdin_charge:R:1
V -0.202 -0.235 0.456 0.5154
S 5.227 4.047 3.729 0.8096
P 2.081 0.681 0.502 0.9769
P 0.177 0.946 2.459 0.9371
O -3.342 0.767 -3.052 0.0624
O 0.064 -2.475 0.433 -0.2931
O -7.127 1.688 -1.148 -0.0541
N -2.176 -0.445 0.554 -0.0645
N -5.568 0.771 -2.740 0.1130
N -0.549 1.484 -0.146 -0.0200
N 1.714 1.496 1.977 -0.3906
N -4.134 3.804 -1.336 0.1660
N -0.074 5.786 -0.696 0.1652
C 0.697 -1.306 3.946 -0.1087
C 2.555 2.382 2.825 -0.2307
C 1.732 -2.900 -1.375 -0.0457
C 5.032 -1.639 2.075 -0.0642
C -1.581 3.687 -0.893 -0.2212
C -0.492 3.642 2.335 -0.0994
C 6.710 3.103 3.304 -0.4008
C -0.940 -3.510 0.224 -0.2078
C 3.812 -1.055 1.771 -0.1330
C -0.767 2.410 2.925 -0.3394
C 6.184 -1.216 1.418 -0.0687
C -0.758 4.861 -0.792 -0.2192
C 2.293 2.325 -3.189 -0.0622
C 2.419 1.894 -0.806 -0.3716
C 3.029 3.132 -0.627 -0.0808
C 2.051 1.502 -2.097 -0.1106
C -2.994 3.774 -1.155 -0.1912
C 3.729 -0.032 0.822 -0.3354
C 0.587 0.712 5.260 -0.0906
C 0.467 0.071 4.028 -0.3358
C 4.304 2.744 4.594 -0.4886
C -4.819 0.387 0.262 0.0338
C -1.285 4.744 2.622 -0.0555
C -3.000 -0.359 1.625 -0.0918
C 3.255 3.963 -1.717 -0.0617
C -1.057 2.477 -0.557 -0.1019
C -4.005 0.245 -0.854 -0.0749
C -6.821 0.625 -2.038 -0.2383
C 3.659 1.725 3.654 -0.2428
C 1.080 -2.026 5.072 -0.0675
C 6.109 -0.213 0.463 -0.0671
C -4.290 0.627 -2.296 -0.4302
C -2.649 3.391 4.074 -0.0656
C -1.747 -3.385 -1.057 -0.0481
C 1.220 -1.372 6.291 -0.0650
C 2.897 3.561 -2.995 -0.0628
C 4.883 0.376 0.157 -0.0643
C 1.427 -2.902 0.106 -0.2404
C 0.965 -0.008 6.385 -0.0611
C -4.311 0.034 1.508 -0.0079
C -2.710 -0.187 -0.648 -0.1045
C -1.851 2.290 3.797 -0.1052
C -2.369 4.617 3.483 -0.0561
H -2.592 -2.716 -0.939 0.0552
H 3.550 3.261 5.194 0.0745
H -2.069 -0.264 -1.516 0.1263
H -5.598 1.107 -3.690 0.1530
H 4.832 1.159 -0.588 0.1020
H -2.062 1.336 4.275 0.1043
H 3.336 3.467 0.356 0.0937
H -7.584 0.514 -2.800 0.1300
H 7.170 2.700 4.209 0.0405
H 0.573 -1.812 2.995 0.0794
H -6.809 -0.275 -1.431 0.1243
H 2.003 2.007 -4.186 0.1113
H 2.079 -2.205 0.615 0.0528
H -4.929 0.110 2.392 0.1214
H 3.243 0.899 4.237 0.1063
H 3.004 3.153 2.212 0.0686
H 2.920 -1.364 2.306 0.0858
H -1.129 -3.023 -1.877 0.0781
H 3.707 4.936 -1.560 0.1146
H 1.563 0.547 -2.249 0.0819
H 5.000 2.251 5.276 0.0789
H 1.875 2.891 3.509 0.1061
H 7.141 -1.673 1.651 0.1115
H 1.268 -3.093 5.003 0.1099
H 0.386 1.777 5.341 0.1122
H 3.081 4.217 -3.840 0.1127
H 6.478 2.294 2.607 0.0173
H -5.821 0.790 0.179 0.1028
H 1.590 -3.890 0.529 0.1267
H -7.132 2.524 -1.624 0.0989
H 7.006 0.120 -0.047 0.1121
H 4.427 1.318 3.003 0.0805
H 7.403 3.797 2.828 0.0340
H 1.067 0.498 7.340 0.1136
H -1.055 5.702 2.165 0.1102
H 0.347 3.746 1.652 0.1016
H -2.995 5.476 3.696 0.1126
H 1.522 -1.928 7.173 0.1123
H -3.488 3.295 4.754 0.1102
H -2.562 -0.577 2.588 0.1112
H 5.090 -2.412 2.834 0.1110
H 1.082 -3.580 -1.926 0.0778
H -1.591 -3.479 1.091 0.1209
H -2.138 -4.367 -1.335 0.0932
H 1.630 -1.894 -1.789 0.0641
H -0.420 -4.462 0.238 0.1189
H 2.764 -3.227 -1.524 0.0963
```

Results
**Charge**: +1
**Gap between HOMO and LUMO (spin up / spin down)**: 7.209 / 6.855 eV
**E**: -115531.9719 eV
**LUMO energy (spin up / spin down)**: -0.1097 / -0.1041 Ha
**⟨S²⟩**: 0.76
**E_HOMO (spin up / spin down)**: -10.20 / -9.69 eV
**2S+1**: 2



A molecular structure, C43H47N7O7S3Ti in a non-equilibrium geometry, computed with ωB97M-V with the def2-TZVPD basis set.

The geometry in XYZ format:
```
108
Properties=species:S:1:pos:R:3:lowdin_charge:R:1
Ti -1.602 0.950 0.226 0.8749
S -3.452 1.548 2.187 0.5237
S -2.883 -0.479 -1.684 0.7801
S -1.914 -1.781 2.580 0.4967
O -1.459 -0.926 1.452 -0.4201
O -2.028 1.952 2.024 -0.4038
O -3.706 0.679 1.040 -0.3832
O 11.466 0.352 0.300 -0.1007
O -0.765 -2.331 3.308 -0.3177
O -4.365 2.660 2.254 -0.2529
O -2.885 -2.767 2.216 -0.2918
N 0.404 1.083 1.369 0.0802
N -4.457 -2.159 -0.302 0.0464
N 5.182 0.313 -1.254 0.2063
N -1.711 2.405 -0.703 -0.0476
N 0.234 0.475 -1.295 0.0562
N 5.174 0.935 0.884 0.1866
N -2.363 -2.908 -0.699 0.0375
C 7.946 0.209 1.115 -0.0263
C -6.385 -4.189 -1.380 -0.1142
C 0.392 4.421 -0.599 -0.0530
C 8.121 0.940 -1.193 -0.0030
C -7.094 -2.920 -1.836 -0.2496
C 1.495 0.541 -0.745 -0.0934
C -0.418 -4.999 -1.977 -0.2669
C -4.284 1.093 4.664 -0.0549
C 2.664 0.333 -1.512 -0.0837
C 12.317 0.607 -0.786 -0.0978
C -2.547 6.161 -2.236 -0.1038
C -3.701 -0.759 6.047 -0.0608
C 9.534 0.889 -1.106 0.0080
C -0.255 -3.481 -1.987 -0.1899
C 1.635 1.467 3.357 -0.0163
C -1.950 3.626 -1.205 -0.2676
C 3.864 0.860 0.483 -0.1369
C 9.302 0.144 1.213 -0.0034
C -2.784 -0.674 3.767 -0.1603
C 2.817 1.365 2.677 0.0292
C -3.206 3.850 -1.773 -0.2213
C 10.091 0.467 0.100 -0.2444
C 0.457 1.326 2.656 -0.0943
C 0.196 0.291 -2.586 -0.1543
C -1.322 5.970 -1.629 -0.0687
C 2.545 0.077 -2.868 0.0090
C 2.746 1.026 1.309 -0.0834
C 3.875 0.469 -0.833 -0.1620
C 1.303 0.071 -3.411 -0.0236
C -3.504 0.566 3.630 -0.2232
C 7.360 0.595 -0.107 -0.1724
C -3.454 5.092 -2.332 -0.0597
C -3.263 -1.939 -0.864 -0.7041
C -2.921 -1.259 5.031 -0.0715
C -0.133 -5.689 -0.624 -0.1081
C -4.349 0.454 5.881 -0.0663
C -0.965 4.688 -1.171 -0.1837
C -5.573 -1.280 -0.627 -0.2217
C -0.935 -2.694 -0.841 -0.2222
C 5.906 0.604 -0.223 -0.2907
C -4.224 2.753 -1.845 -0.0569
C -6.242 -1.667 -1.901 -0.2133
C 1.545 0.878 0.660 -0.1210
H -6.253 -4.173 -0.301 0.0636
H 13.320 0.561 -0.369 0.0945
H -6.294 -1.361 0.157 0.1251
H -1.451 -5.218 -2.366 0.1112
H 12.142 -0.088 -1.617 0.1012
H -0.170 -6.808 -0.653 0.0803
H 0.815 -3.254 -1.864 0.1161
H -4.566 -2.934 0.328 0.1258
H -5.475 -1.731 -2.643 0.0963
H 0.943 -5.517 -0.374 0.0844
H -2.652 -3.637 -0.057 0.1353
H 7.627 1.186 -2.135 0.1223
H 9.817 -0.187 2.116 0.1281
H 10.195 1.120 -1.903 0.0881
H -7.587 -3.156 -2.800 0.1110
H -5.003 0.836 6.655 0.1096
H -0.738 -1.630 -0.995 0.0392
H 12.158 1.643 -1.112 0.0940
H -5.242 -0.239 -0.655 0.0788
H -2.849 7.140 -2.637 0.1008
H -5.402 -4.319 -1.842 0.0737
H -0.638 6.814 -1.545 0.1047
H -0.754 -5.300 0.153 0.0443
H 7.336 -0.041 1.975 0.1136
H -7.916 -2.733 -1.123 0.1107
H 5.503 1.307 1.758 0.1508
H 0.286 -5.446 -2.707 0.1038
H 1.038 5.308 -0.468 0.0853
H -6.875 -0.836 -2.139 0.1107
H -5.245 3.082 -2.039 0.0797
H -0.481 1.446 3.167 0.1081
H -4.782 2.049 4.458 0.1190
H -4.214 2.195 -0.895 0.0471
H -2.348 -2.165 5.186 0.1124
H -0.659 -3.092 -2.900 0.0987
H -0.478 -2.982 0.112 0.1186
H 0.893 3.639 -1.130 0.0609
H 0.316 4.061 0.419 0.0662
H 1.167 -0.173 -4.486 0.1293
H 3.444 -0.083 -3.420 0.1194
H -3.972 2.024 -2.646 0.0696
H -3.746 -1.291 6.974 0.1051
H 3.795 1.449 3.209 0.1298
H -4.411 5.314 -2.829 0.1107
H -6.956 -5.049 -1.678 0.0628
H 1.673 1.684 4.417 0.1192
H -0.781 0.303 -3.050 0.0714
```

Results
**Gap between HOMO and LUMO (spin up / spin down)**: 6.432 / 6.431 eV
**E**: -125743.2653 eV
**LUMO energy (spin up / spin down)**: -0.0229 / -0.0229 Ha
**E_HOMO (spin up / spin down)**: -7.06 / -7.05 eV
**2S+1**: 1



A molecular structure, C43H48BaN2O3P2 in a non-equilibrium geometry, computed with ωB97M-V with the def2-TZVPD basis set.

The geometry in XYZ format:
```
99
Properties=species:S:1:pos:R:3:lowdin_charge:R:1
Ba -2.122 -2.220 0.118 1.8799
P 0.512 0.489 -1.444 1.0386
P -1.220 1.152 1.919 0.9508
O 1.529 -3.124 0.015 -0.0180
O 3.508 0.556 1.334 0.0119
O 6.079 -2.868 0.447 0.0736
N 2.404 -1.441 1.307 0.1177
N 3.814 -2.919 0.230 0.1833
C 3.513 -0.684 1.460 -0.4299
C 1.024 -1.408 -3.553 -0.0570
C -4.457 1.705 -2.676 -0.1458
C 3.466 2.905 -4.016 -0.0908
C 2.082 2.954 -4.243 -0.0979
C -3.655 -0.279 1.736 -0.2540
C -1.209 -2.922 -2.722 -0.2217
C 3.055 1.553 -2.006 -0.0640
C -4.252 0.883 -1.418 -0.0915
C -2.354 -0.248 2.283 -0.4696
C -1.902 -1.385 2.996 -0.2073
C -1.536 1.788 0.256 -0.3665
C -2.412 2.554 4.192 -0.0587
C -5.083 -0.878 -3.740 -0.1662
C -5.647 -0.893 -2.268 -0.1810
C -1.397 2.445 3.194 -0.2823
C 5.902 -2.816 3.876 -0.0910
C 2.479 -2.531 0.505 -0.5742
C -0.990 1.476 -0.975 -0.3591
C 4.667 -2.136 3.272 -0.1742
C -3.577 -0.879 -3.832 -0.1267
C -2.431 3.702 5.014 -0.0896
C -1.508 4.752 4.854 -0.0765
C -3.993 -2.530 2.586 -0.2270
C -0.450 3.482 3.064 -0.0892
C -0.501 4.595 3.898 -0.0842
C 0.084 -0.806 -2.676 -0.3631
C -0.228 -3.515 -3.537 -0.0876
C 0.402 0.429 1.780 -0.2425
C 0.838 -2.728 -4.003 -0.0641
C 1.669 1.530 -2.332 -0.3908
C 6.042 0.564 3.160 -0.1006
C -1.106 -1.545 -2.418 -0.3947
C 1.162 2.294 -3.406 -0.0943
C -2.704 -2.520 3.116 -0.2119
C -3.370 1.559 -3.826 -0.1671
C 3.925 2.216 -2.880 -0.0888
C -4.475 -1.399 1.928 -0.2129
C -2.781 0.210 -3.908 -0.1270
C -4.695 -0.371 -1.258 -0.1632
C 4.996 -2.436 0.801 -0.3947
C 6.066 -0.422 1.966 -0.1727
C 4.839 -1.391 1.900 -0.2821
H 1.586 -3.182 -4.666 0.1093
H 0.075 2.325 -3.617 0.0957
H 6.936 1.212 3.100 0.0730
H 4.169 3.410 -4.706 0.1075
H -3.176 -1.869 -4.009 0.0963
H 1.930 -0.853 -3.840 0.1138
H -0.257 -4.600 -3.695 0.1073
H -1.403 2.020 -1.848 0.0344
H -1.746 0.130 -4.227 0.1117
H 0.526 -0.667 1.894 0.0353
H -2.644 2.384 -3.747 0.0977
H -2.088 -0.971 -2.288 0.0405
H -5.905 -1.923 -2.060 0.0957
H -4.659 -3.374 2.724 0.0914
H -3.756 1.396 -0.600 0.0523
H -2.352 2.548 0.252 0.0668
H 0.251 5.358 3.771 0.1015
H 4.999 2.204 -2.714 0.0995
H -1.593 5.689 5.432 0.1121
H 0.931 0.912 2.616 0.0665
H -0.889 -1.372 3.418 0.1153
H -5.492 -1.419 1.510 0.1187
H -4.015 0.594 1.154 0.0978
H 3.881 -2.891 3.110 0.1124
H 5.144 1.208 3.118 0.0694
H 3.412 1.029 -1.105 0.0924
H 0.320 3.386 2.286 0.1173
H 0.950 0.645 0.848 -0.0175
H -4.443 2.785 -2.397 0.1191
H -5.517 -0.012 -4.296 0.1054
H -6.593 -0.341 -2.278 0.1178
H -2.376 -3.377 3.702 0.1090
H 5.505 -3.596 4.538 0.0708
H 4.259 -1.383 3.965 0.1171
H -4.568 -0.933 -0.322 0.0202
H -3.916 1.715 -4.777 0.1221
H -5.459 1.531 -3.124 0.1002
H -3.191 1.777 4.349 0.1133
H 6.165 0.151 1.018 0.1233
H 3.922 -3.708 -0.382 0.1423
H 6.976 -1.038 2.103 0.1090
H -2.126 -3.504 -2.440 0.0822
H 6.531 -3.305 3.110 0.0809
H 6.081 0.039 4.136 0.0602
H 6.517 -2.128 4.483 0.0692
H -3.190 3.804 5.801 0.1035
H 1.710 3.512 -5.106 0.0960
H -5.425 -1.814 -4.266 0.1206
```

Results
**Gap between HOMO and LUMO (spin up / spin down)**: 4.645 / 4.173 eV
**E**: -73758.3333 eV
**LUMO energy (spin up / spin down)**: -0.0225 / -0.0320 Ha
**E_HOMO (spin up / spin down)**: -5.26 / -5.04 eV
**2S+1**: 1



A molecular structure, C43H48BeN2O3P2 in a non-equilibrium geometry, computed with ωB97M-V with the def2-TZVPD basis set.

The geometry in XYZ format:
```
99
Properties=species:S:1:pos:R:3:lowdin_charge:R:1
P -2.516 0.023 -1.025 1.2127
P 3.189 0.826 0.717 0.9981
O -2.346 -3.410 3.469 0.0760
O -0.774 0.804 2.080 -0.0491
O 0.876 -2.872 0.400 -0.0049
N -0.563 -1.168 1.010 0.1294
N -0.414 -3.137 2.276 0.1837
C -4.447 -2.690 1.066 -0.0984
C 6.802 -0.992 0.091 -0.0699
C -3.492 3.634 0.116 -0.0764
C -2.055 -0.744 -3.342 -0.2455
C 0.009 0.415 4.975 -0.1069
C -0.295 -1.002 4.530 -0.1490
C 1.064 1.166 -3.618 -0.1270
C 4.208 -1.728 0.877 -0.0540
C -0.868 -0.456 2.095 -0.4344
C -1.441 -1.837 -4.175 -0.1649
C 3.741 4.406 -1.991 -0.0632
C 3.024 3.512 0.144 -0.0603
C 2.744 1.273 2.380 -0.1693
C -5.505 2.806 -0.991 -0.0790
C -1.460 -2.661 3.069 -0.3783
C -0.394 1.104 -4.174 -0.2080
C 0.017 -2.392 1.161 -0.5363
C 5.167 -2.713 0.614 -0.0511
C 6.448 -2.343 0.192 -0.0689
C -4.853 1.613 -1.325 -0.0665
C 0.758 -1.363 -2.913 -0.2098
C -3.554 1.407 -0.821 -0.4096
C -4.169 -1.503 0.408 -0.1091
C -1.363 -1.157 3.373 -0.2804
C 3.124 4.582 -0.747 -0.0648
C -2.440 -2.673 -0.943 -0.1082
C -2.840 2.443 -0.168 -0.0925
C 1.312 0.006 -2.631 -0.3311
C 3.587 2.280 -0.220 -0.3142
C 1.004 0.479 -1.193 -0.0667
C 0.121 -1.813 -4.171 -0.2229
C 4.225 3.147 -2.375 -0.0622
C -4.826 3.796 -0.265 -0.0801
C -3.868 -3.877 0.599 -0.0778
C -2.884 -3.875 -0.413 -0.0684
C -2.920 0.788 4.110 -0.0927
C 4.534 -0.375 0.680 -0.2887
C 4.140 2.071 -1.491 -0.0842
C 1.846 0.097 -0.182 -0.1623
C -3.198 -1.535 -0.605 -0.4129
C -1.477 0.596 -3.273 -0.3668
C -2.769 -0.691 3.762 -0.1672
C 5.849 -0.002 0.356 -0.0845
Be -0.579 -0.499 -2.299 -0.0008
H -2.274 1.385 3.447 0.0610
H -5.096 -2.667 1.948 0.1121
H 2.779 5.566 -0.425 0.1103
H -2.655 0.994 5.159 0.0621
H 1.746 1.739 2.350 0.0588
H 6.128 1.052 0.312 0.1104
H 2.552 3.615 1.123 0.1062
H 0.631 -1.481 4.171 0.1096
H -0.272 -4.137 2.192 0.1521
H -2.951 4.392 0.685 0.1072
H -4.174 -4.820 1.049 0.1031
H -5.356 4.690 0.060 0.1019
H -0.692 0.740 5.752 0.0656
H -0.642 2.149 -4.413 0.1049
H -0.052 1.095 4.117 0.0568
H 3.916 5.266 -2.637 0.1092
H -1.798 2.238 0.108 0.0857
H -0.643 -1.603 5.392 0.1268
H 0.549 1.472 -1.115 0.1119
H -1.806 -2.863 -3.925 0.1182
H 4.737 3.004 -3.323 0.1111
H -2.432 -4.792 -0.785 0.1061
H 7.815 -0.711 -0.195 0.1081
H 4.510 1.076 -1.758 0.1149
H -5.318 0.861 -1.963 0.1146
H -1.507 -2.570 -1.533 0.0953
H -0.424 0.545 -5.125 0.0981
H 1.024 0.451 5.387 0.0696
H 4.924 -3.771 0.744 0.1165
H -6.552 2.941 -1.266 0.1033
H 3.502 1.950 2.804 0.0719
H 2.681 0.364 2.989 0.0653
H -1.778 -1.637 -5.206 0.1209
H 3.201 -1.978 1.218 0.1007
H 1.302 2.161 -3.174 0.1075
H -2.220 1.429 -3.141 0.1126
H 7.183 -3.115 -0.052 0.1106
H 1.334 -2.153 -2.438 0.1100
H -3.150 -0.797 -3.443 0.1038
H 1.752 -0.958 0.125 0.0576
H 2.388 -0.200 -2.658 0.1280
H -3.427 -0.919 2.905 0.0961
H 1.801 1.135 -4.439 0.1168
H -4.556 -0.531 0.702 0.0976
H -3.145 -1.304 4.603 0.1263
H 0.494 -1.319 -5.075 0.0980
H -3.970 1.079 3.956 0.0745
H 0.462 -2.834 -4.412 0.1092
```

Results
**Gap between HOMO and LUMO (spin up / spin down)**: 4.635 / 4.638 eV
**E**: -73463.4548 eV
**LUMO energy (spin up / spin down)**: -0.0347 / -0.0334 Ha
**E_HOMO (spin up / spin down)**: -5.58 / -5.55 eV
**2S+1**: 1